(1)
Molecular formula: C24H27AsN2PSZr
Method: DFT, wB97M-V/def2-TZVPD

```
57
Properties=species:S:1:pos:R:3:forces:R:3
Zr -0.6670 0.0293 0.0388 -0.11 -0.30 0.29
C 1.7496 3.3238 -1.1050 -0.01 0.06 -0.09
C 1.9028 3.1422 0.2634 0.02 0.01 0.10
C 1.9003 1.8653 0.8068 0.00 -0.16 0.06
C 1.7838 0.7454 -0.0315 -0.05 0.12 0.00
C 1.5829 0.9447 -1.4108 0.04 0.01 -0.23
C 1.5759 2.2315 -1.9442 0.01 -0.06 -0.03
P 1.6808 -0.9896 0.5351 -0.03 -0.16 -0.17
C 3.2472 -1.8203 0.5711 0.15 0.01 0.06
C 3.2645 -3.2173 0.5273 -0.02 0.03 -0.02
C 4.4799 -3.8747 0.6083 0.00 0.00 0.00
C 5.6580 -3.1452 0.7142 0.02 -0.01 0.00
C 5.6365 -1.7556 0.7463 0.00 0.00 0.00
C 4.4297 -1.0815 0.6794 -0.06 -0.02 0.01
C 0.8866 -0.7437 2.1526 -0.18 0.02 -0.05
C 1.4194 -1.1548 3.3656 0.03 -0.01 0.00
C 0.7009 -0.9173 4.5328 0.00 0.00 -0.02
C -0.5369 -0.2773 4.4997 0.00 -0.01 0.01
C -1.0866 0.1193 3.2925 -0.02 -0.05 -0.02
C -0.3999 -0.1298 2.0981 -0.05 0.24 0.29
H 1.7751 4.3235 -1.5192 0.00 0.00 0.00
H 2.0387 3.9975 0.9122 0.00 0.01 0.00
H 2.0134 1.7269 1.8754 0.00 0.02 0.00
H 1.5543 0.0789 -2.0716 -0.04 0.04 -0.04
H 1.4819 2.3722 -3.0135 0.00 0.00 0.00
H 2.3456 -3.7824 0.4301 0.00 -0.01 0.00
H 4.5113 -4.9551 0.5797 -0.01 0.00 0.00
H 6.6050 -3.6654 0.7684 0.00 0.00 0.00
H 6.5609 -1.2002 0.8253 0.00 0.01 0.00
H 4.4077 0.0007 0.7095 0.02 0.00 0.00
H 2.3883 -1.6380 3.4019 0.00 0.00 0.00
H 1.1184 -1.2211 5.4841 0.00 0.00 0.00
H -1.0655 -0.0876 5.4242 0.00 0.00 0.00
H -2.0457 0.6238 3.2822 0.00 0.01 0.01
N -3.4656 -1.5495 0.3812 -0.01 -0.01 -0.03
C -4.0774 -2.7147 0.1543 -0.03 0.06 -0.02
C -3.3093 -3.4275 -0.7513 0.03 -0.04 0.05
C -2.2208 -2.6158 -1.0124 -0.04 0.03 -0.07
N -2.3134 -1.4520 -0.3294 0.42 0.08 0.00
H -3.7650 -0.8021 0.9892 -0.01 -0.02 0.02
H -5.0098 -2.9596 0.6391 0.00 0.00 0.00
H -3.5188 -4.4044 -1.1516 0.02 0.00 0.00
H -1.3761 -2.8035 -1.6589 -0.01 -0.01 0.00
C -2.1832 1.0906 -3.3683 -0.01 -0.07 -0.04
As -2.9428 2.3026 -2.0875 0.08 0.06 0.04
C -4.8094 1.9243 -1.9210 -0.01 0.03 0.03
C -2.6149 4.0780 -2.7169 -0.03 0.03 0.06
S -2.0048 2.1099 -0.1041 -0.10 0.05 -0.26
H -2.9090 0.9523 -4.1712 0.01 0.04 -0.01
H -1.9918 0.1174 -2.9173 -0.02 -0.01 -0.01
H -1.2726 1.5183 -3.7830 0.03 -0.02 0.05
H -5.2910 2.1905 -2.8628 0.00 0.00 0.00
H -5.2328 2.5150 -1.1110 0.01 0.00 0.00
H -4.9381 0.8609 -1.7284 -0.02 0.01 0.01
H -2.9055 4.1204 -3.7672 0.00 0.00 0.00
H -1.5516 4.2827 -2.6089 0.00 0.03 -0.03
H -3.1940 4.7980 -2.1419 0.00 -0.03 0.04
```
Positions in Å, forces in eV/Å.

Computed properties:
orbital gap: 6.75 eV
E_tot: -110523.7808 eV
highest occupied orbital energy: -16.85 eV
total charge: +3
ΔE to the lowest compared entry with this formula, charge and spin: 31.75 kJ/mol

Atom charges from the Löwdin analysis, given in e for atoms 1 to 2:
1. Zr 1.34
2. C -0.02



(2)
Molecular formula: H2N2O3S2
Method: DFT, wB97M-V/def2-TZVPD

```
9
Properties=species:S:1:pos:R:3:forces:R:3
N -1.0040 0.1559 -0.7928 -2.56 2.38 0.30
N 1.9202 0.3009 -0.8303 2.96 3.81 3.06
O -1.1416 0.8283 1.7076 0.19 0.93 0.21
O -2.4382 -1.1145 0.9898 0.26 0.12 -0.35
O 0.1306 -1.1234 0.6562 0.18 -0.09 3.78
S -1.3754 -0.1973 0.7778 -0.05 -1.36 0.21
S 0.2199 -0.7871 -0.8380 -1.04 -3.98 -4.93
H 1.7204 0.8653 -1.6545 0.11 0.08 -0.32
H 1.9682 1.0720 -0.0158 -0.06 -1.88 -1.95
```
Positions in Å, forces in eV/Å.

Computed properties:
orbital gap (alpha / beta): 7.24 / 7.88 eV
E_tot: -30818.1970 eV
highest occupied orbital energy (alpha / beta): -6.76 / -11.42 eV
ΔE to the lowest compared entry with this formula, charge and spin: 161.19 kJ/mol
spin multiplicity: 3

Atom charges from the Löwdin analysis, given in e for atoms 1 to 2:
1. N -0.40
2. N -0.09



(3)
Molecular formula: C19H18BF4N2O4Pt
Method: DFT, wB97M-V/def2-TZVPD

```
49
Properties=species:S:1:pos:R:3:forces:R:3
Pt 1.7876 -0.0031 -1.0218 0.06 0.00 -0.13
N 5.2604 1.1736 -1.9466 0.02 -0.01 -0.01
C 4.7660 1.0229 -0.5680 0.00 -0.03 0.07
C 3.7106 2.1088 -0.3286 0.00 0.06 0.04
O 4.1166 3.2403 -0.1085 0.00 -0.01 -0.04
O 2.4535 1.8044 -0.3949 -0.03 0.01 0.04
H 6.0965 0.6183 -2.0829 -0.02 -0.01 0.00
H 5.5242 2.1442 -2.0831 -0.01 0.01 0.01
H 5.5480 1.1742 0.1821 0.00 0.01 -0.01
H 4.3428 0.0269 -0.4390 0.02 -0.02 -0.05
N 2.5038 0.3507 -2.9441 -0.01 -0.02 -0.09
C 2.2049 -0.8258 -3.7940 -0.05 0.02 0.03
C 1.6731 -2.0184 -3.0029 -0.04 -0.03 -0.01
O 1.6225 -3.1145 -3.5201 0.01 0.02 0.00
O 1.2509 -1.7714 -1.7875 0.05 0.02 -0.04
H 1.9695 1.1525 -3.2948 -0.03 0.00 0.02
H 3.4966 0.5920 -2.9412 0.03 0.00 0.06
H 3.0850 -1.1374 -4.3529 0.00 -0.02 0.00
H 1.4167 -0.5583 -4.4986 0.01 0.00 -0.02
C 0.8248 -0.3641 0.5482 -0.02 -0.19 0.08
C -0.0765 -0.6210 1.3724 0.03 0.23 0.03
C -1.3062 -0.5928 1.9230 -0.02 -0.05 0.02
C -2.4701 -0.6406 1.0291 -0.03 0.01 -0.02
C -3.6721 -1.2308 1.4383 0.00 0.00 0.01
C -4.7400 -1.3024 0.5625 0.00 0.00 -0.01
C -4.6269 -0.7698 -0.7180 0.01 0.00 0.01
C -3.4412 -0.1774 -1.1308 -0.04 0.01 -0.01
C -2.3625 -0.1226 -0.2666 0.02 0.01 0.03
C -1.4660 -0.4957 3.3834 0.01 -0.01 0.00
C -2.5249 0.2173 3.9481 -0.01 -0.01 -0.01
C -2.6246 0.3429 5.3239 0.00 0.00 0.00
C -1.6800 -0.2533 6.1477 0.00 0.01 0.00
C -0.6220 -0.9620 5.5936 0.01 0.00 0.00
C -0.5080 -1.0725 4.2192 0.00 0.00 0.00
H -3.7537 -1.6632 2.4272 0.01 0.01 0.01
H -5.6601 -1.7796 0.8747 0.00 0.00 0.00
H -5.4676 -0.8224 -1.3984 0.00 0.00 0.00
H -3.3323 0.2446 -2.1210 0.02 -0.01 0.01
H -1.4448 0.3407 -0.6054 -0.03 -0.03 0.01
H -3.2495 0.6966 3.3037 -0.01 -0.01 -0.01
H -3.4381 0.9127 5.7536 0.00 0.00 0.00
H -1.7635 -0.1587 7.2229 0.00 0.00 0.00
H 0.1188 -1.4222 6.2343 0.00 0.00 0.00
H 0.3174 -1.6114 3.7722 0.00 0.00 0.00
F -1.1047 1.2707 -2.6267 0.01 0.02 0.00
B -0.7899 1.4673 -3.9870 -0.01 -0.01 -0.05
F -0.8324 0.2345 -4.6587 0.02 0.00 0.01
F 0.5434 1.9793 -4.0759 0.00 0.03 -0.01
F -1.6764 2.3761 -4.5622 0.01 -0.02 0.02
```
Positions in Å, forces in eV/Å.

Computed properties:
orbital gap: 6.54 eV
E_tot: -45966.4248 eV
highest occupied orbital energy: -6.26 eV
total charge: -1
ΔE to the lowest compared entry with this formula, charge and spin: 0.00 kJ/mol

Atom charges from the Löwdin analysis, given in e for atoms 1 to 2:
1. Pt 1.24
2. N 0.00



| no. | largest force on an atom (eV/Å) |
| --- | --- |
| 1 | 0.43 |
| 2 | 6.42 |
| 3 | 0.23 |